# 1
C2LiO4Rb | ωB97M-V/def2-TZVPD

## Properties
- multiplicity = 2
- energy above the lowest of the compared OMol25 structures with the same formula, charge and spin (kJ/mol) = 103.9
- ⟨S²⟩ = 0.753
- F_max (Eh/bohr) = 0.0406
- M (g mol⁻¹) = 180.43
- electronic energy (hartree) = -408.61672
- orbital gap (spin up / spin down) (eV) = 7.615 / 10.065
- charge = +1

Element x y z (Å)
O 0.130 0.956 -0.363
Li -1.317 0.933 -2.818
C 1.394 0.864 -0.058
O 1.904 0.915 1.015
Rb 0.724 -1.977 3.426
O -1.424 -0.345 -1.412
O -0.617 -1.039 0.580
C -0.793 -0.307 -0.370

Forces on atoms 1 to 3 (eV/Å):
O -1.26 0.15 -0.98
Li 0.06 -0.47 0.70
C 0.59 0.03 1.14

***

# 2
C10H10BrF2NO | ωB97M-V/def2-TZVPD

## Properties
- energy above the lowest of the compared OMol25 structures with the same formula, charge and spin (kJ/mol) = 0.0
- F_max (Eh/bohr) = 0.0764
- M (g mol⁻¹) = 278.10
- electronic energy (hartree) = -3290.68543
- orbital gap (spin up / spin down) (eV) = 6.960 / 6.961

Element x y z (Å)
C -2.711 1.764 -0.223
C -2.864 1.154 -1.437
C -1.624 1.393 0.528
C -1.979 0.256 -1.991
C -0.725 0.444 0.088
C -0.827 -0.179 -1.239
C 1.245 -0.875 0.238
C 2.703 -0.898 0.137
C 1.185 1.227 1.314
C 0.603 -2.280 0.551
N 0.516 0.146 0.671
O 0.047 -0.998 -1.707
F -0.674 -2.412 0.739
F 1.195 -2.791 1.713
Br 0.989 -3.577 -0.813
H -3.317 2.500 0.105
H -3.686 1.493 -2.033
H -1.442 1.771 1.554
H -2.105 -0.211 -3.087
H 2.977 0.201 0.067
H 3.118 -1.382 -0.789
H 3.424 -1.383 1.023
H 1.225 2.114 0.637
H 0.600 1.611 2.217
H 2.128 0.914 1.737

Forces on atoms 1 to 3 (eV/Å):
C 2.43 -1.86 0.15
C -0.22 -0.20 -1.72
C 0.66 -0.03 1.93

***

# 3
C2H3O2S | ωB97M-V/def2-TZVPD

## Properties
- energy above the lowest of the compared OMol25 structures with the same formula, charge and spin (kJ/mol) = 362.1
- F_max (Eh/bohr) = 0.0676
- M (g mol⁻¹) = 91.11
- electronic energy (hartree) = -626.60282
- orbital gap (spin up / spin down) (eV) = 6.982 / 6.989
- charge = -1

Element x y z (Å)
C -0.389 -0.302 -0.123
C 0.658 0.330 0.410
O 3.969 0.372 -1.205
O 3.869 -0.926 0.893
S 3.384 0.272 0.167
H -1.338 -0.021 0.241
H -0.380 -0.717 -1.239
H 0.404 0.732 1.360

Forces on atoms 1 to 3 (eV/Å):
C 1.11 0.24 -3.28
C 1.41 -1.59 -1.12
O -1.27 -0.31 1.42

***

# 4
C20H50Cl2N6O8 | ωB97M-V/def2-TZVPD

## Properties
- energy above the lowest of the compared OMol25 structures with the same formula, charge and spin (kJ/mol) = 271.8
- F_max (Eh/bohr) = 0.0604
- M (g mol⁻¹) = 573.56
- electronic energy (hartree) = -2642.97665
- orbital gap (eV) = 8.050
- SMILES = CC(N)=O.CC(N)=O.CC(N)=O.CC(N)=O.CC(N)=O.CC(N)=O.CC(C)O.CC(C)O.ClCCCl

Element x y z (Å)
C -1.856 -1.845 -3.949
C -3.175 -2.524 -3.706
N -4.111 -1.766 -3.127
O -3.460 -3.574 -4.272
H -1.309 -2.333 -4.756
H -1.287 -1.886 -3.021
H -2.052 -0.812 -4.234
H -5.076 -2.061 -3.082
H -3.744 -0.900 -2.760
C 4.039 -3.775 2.418
C 3.008 -3.750 1.307
N 1.977 -2.970 1.461
O 3.254 -4.260 0.244
H 4.982 -4.078 1.963
H 3.714 -4.618 3.028
H 4.170 -2.888 3.038
H 1.370 -2.824 0.666
H 1.810 -2.523 2.351
C -3.319 3.031 -4.320
C -4.027 1.874 -3.732
N -5.354 1.841 -3.877
O -3.463 0.996 -3.115
H -2.310 2.742 -4.613
H -3.321 3.929 -3.702
H -3.879 3.437 -5.162
H -5.839 1.011 -3.568
H -5.702 2.635 -4.396
C -1.504 0.291 -0.742
C -0.425 -0.436 0.093
N -0.181 0.073 1.309
O 0.242 -1.362 -0.331
H -1.093 0.451 -1.739
H -1.792 1.275 -0.370
H -2.358 -0.385 -0.776
H -0.652 0.891 1.669
H 0.543 -0.336 1.882
C -2.262 -2.317 4.124
C -1.439 -1.117 4.690
N -2.127 -0.365 5.535
O -0.269 -0.916 4.455
H -3.257 -2.470 4.542
H -1.657 -3.202 4.320
H -2.395 -2.220 3.047
H -2.983 -0.675 5.970
H -1.770 0.553 5.759
C 4.129 -0.375 -1.342
C 3.549 -1.594 -2.171
N 2.313 -1.962 -1.939
O 4.213 -2.206 -2.980
H 3.386 -0.230 -0.558
H 4.172 0.510 -1.976
H 5.077 -0.686 -0.903
H 1.870 -2.711 -2.452
H 1.778 -1.460 -1.245
C 3.321 0.086 2.877
C 3.185 -0.495 4.317
C 2.703 0.493 5.388
O 2.248 -1.560 4.282
H 3.932 -0.561 2.248
H 3.728 1.097 2.899
H 2.361 0.198 2.374
H 4.154 -0.848 4.668
H 1.849 1.086 5.063
H 3.502 1.198 5.619
H 2.381 -0.040 6.283
H 1.350 -1.260 4.437
C 1.260 0.985 -4.135
C 1.216 2.458 -4.636
C 2.057 3.458 -3.839
O 1.909 2.394 -5.931
H 2.248 0.595 -3.890
H 0.838 0.283 -4.853
H 0.713 0.923 -3.195
H 0.191 2.822 -4.708
H 1.549 3.710 -2.908
H 2.250 4.363 -4.416
H 2.986 3.010 -3.485
H 1.623 3.112 -6.500
Cl -0.823 2.696 3.072
C -2.408 3.421 3.639
C -3.660 2.530 3.333
Cl -3.931 2.352 1.671
H -2.571 4.392 3.172
H -2.255 3.557 4.710
H -4.515 2.932 3.878
H -3.539 1.484 3.614

Forces on atoms 1 to 3 (eV/Å):
C 0.23 0.00 0.46
C -0.57 -1.03 -2.87
N 0.25 0.60 1.10

***

# 5
C12H37MgO7S6 | ωB97M-V/def2-TZVPD

## Properties
- energy above the lowest of the compared OMol25 structures with the same formula, charge and spin (kJ/mol) = 0.0
- F_max (Eh/bohr) = 0.0773
- M (g mol⁻¹) = 510.13
- electronic energy (hartree) = -3594.99968
- orbital gap (eV) = 8.811
- charge = +1

Element x y z (Å)
Mg -1.184 0.513 1.362
O -0.661 -0.687 0.037
H -0.261 -1.413 -0.480
C -4.704 -1.502 0.640
S -4.282 0.321 0.494
O -3.060 0.624 1.353
C -3.727 0.334 -1.230
H -4.000 -2.053 0.016
H -5.694 -1.694 0.225
H -4.577 -1.949 1.626
H -3.315 1.339 -1.321
H -4.540 0.145 -1.931
H -2.923 -0.373 -1.438
C 0.686 2.391 -2.238
S 2.321 1.685 -2.597
O 3.290 2.573 -1.783
C 1.996 0.106 -1.661
H 0.598 2.361 -1.152
H -0.115 1.826 -2.715
H 0.599 3.401 -2.639
H 1.863 0.213 -0.584
H 2.879 -0.523 -1.777
H 1.127 -0.493 -1.935
C 3.010 -4.916 -4.313
S 2.587 -3.156 -3.740
O 2.396 -2.272 -4.971
C 0.877 -3.494 -3.233
H 2.884 -5.708 -3.574
H 4.026 -4.908 -4.708
H 2.313 -5.325 -5.045
H 0.467 -2.568 -2.833
H 0.845 -4.285 -2.483
H 0.295 -3.923 -4.049
C -0.143 4.627 0.449
S -1.646 3.610 0.059
O -1.244 2.172 0.487
C -2.830 4.254 1.243
H 0.121 4.817 1.489
H -0.433 5.660 0.259
H 0.660 4.359 -0.237
H -3.131 5.242 0.893
H -2.432 4.308 2.256
H -3.777 3.722 1.154
C 1.127 -2.306 2.597
S -0.630 -2.118 3.127
O -1.127 -0.765 2.674
C -1.239 -3.418 1.962
H 1.656 -1.538 3.163
H 1.345 -2.068 1.556
H 1.627 -3.203 2.962
H -0.544 -4.244 2.112
H -1.170 -3.010 0.953
H -2.224 -3.870 2.074
C 3.369 1.029 2.033
S 1.746 2.006 1.943
O 0.702 0.884 1.853
C 1.818 2.619 3.654
H 4.194 1.724 1.880
H 3.378 0.413 1.134
H 3.379 0.378 2.907
H 0.879 3.053 3.996
H 2.637 3.332 3.750
H 1.913 1.742 4.294

Forces on atoms 1 to 3 (eV/Å):
Mg 1.25 -0.49 -1.34
O 0.30 -1.57 -1.64
H -0.55 1.03 0.66

***

# 6
C25H16F6N3OPPdSb | ωB97M-V/def2-TZVPD

## Properties
- multiplicity = 4
- energy above the lowest of the compared OMol25 structures with the same formula, charge and spin (kJ/mol) = 0.0
- ⟨S²⟩ = 3.778
- F_max (Eh/bohr) = 0.0564
- M (g mol⁻¹) = 747.57
- electronic energy (hartree) = -2510.36866
- orbital gap (spin up / spin down) (eV) = 7.367 / 6.043

Element x y z (Å)
Pd 13.729 12.391 6.757
C 20.150 11.688 5.515
C 19.949 11.858 6.858
C 18.654 12.257 7.328
C 17.661 12.494 6.375
C 17.941 12.322 5.015
C 19.170 11.903 4.592
P 16.013 13.057 6.852
C 15.749 12.332 8.470
C 15.661 10.938 8.585
C 15.296 10.322 9.786
C 14.996 11.131 10.875
C 15.121 12.585 10.809
C 15.475 13.172 9.585
C 15.944 14.852 7.038
C 17.034 15.648 7.013
C 16.884 17.078 7.326
C 15.611 17.527 7.552
C 14.427 16.694 7.512
C 13.143 17.157 7.934
C 12.104 16.239 8.066
C 12.277 14.879 7.741
C 13.484 14.375 7.276
C 14.590 15.282 7.309
H 21.179 11.369 5.143
H 20.713 11.570 7.525
H 18.541 12.391 8.391
H 17.104 12.369 4.217
H 19.433 11.757 3.570
H 15.875 10.337 7.744
H 15.259 9.251 9.773
H 14.683 10.694 11.777
H 14.875 13.161 11.698
H 15.520 14.221 9.498
H 17.965 15.195 6.734
H 17.808 17.673 7.421
H 15.432 18.598 7.810
H 12.944 18.223 8.041
H 11.098 16.608 8.333
H 11.450 14.164 7.598
O 7.785 8.308 4.163
N 7.859 9.267 4.853
C 7.089 9.671 5.796
C 5.915 8.917 6.100
N 4.888 8.520 6.376
C 7.548 10.738 6.603
N 7.926 11.588 7.279
F 13.238 10.629 5.067
Sb 12.283 9.359 6.121
F 12.796 8.012 4.887
F 10.867 9.912 5.009
F 11.291 8.166 7.142
F 12.007 10.806 7.381
F 13.751 9.132 7.288

Forces on atoms 1 to 3 (eV/Å):
Pd 0.47 -0.08 0.04
C 2.81 -0.64 -0.30
C -2.40 0.22 0.32